Below is 16 unconnected molecules or ions with the total composition C20H40BCl30N2O3S at a distorted geometry, with properties calculated with ωB97M-V with the def2-TZVPD basis set.

The molar mass comes out at 1463.02 g/mol. The LUMO energy comes out at 1.78 eV. The value obtained for the total energy is -15350.01394 Ha. Its net charge is -1.

Last column: Löwdin charge in e.
CARTESIAN COORDINATES (ANGSTROEM)
C: 1.031 -0.859 0.513  -0.1611
C: 1.379 0.743 0.241  -0.3510
N: 0.249 1.513 -0.405  0.0565
B: -0.775 2.015 0.600  -1.1112
O: -0.536 3.320 1.283  -0.0436
O: -1.231 1.110 1.692  -0.1328
C: -2.651 0.706 1.425  -0.1183
C: -2.547 0.807 -0.241  -0.3174
N: -3.781 0.495 -1.059  0.0660
C: -3.527 -0.788 -1.558  -0.5378
S: -3.374 -2.476 -1.924  0.5403
O: -1.981 2.187 -0.286  -0.0050
H: 0.097 -1.244 -0.088  0.0804
H: 0.805 -0.935 1.681  0.0009
H: 1.943 -1.567 0.314  -0.0283
H: 1.797 1.292 1.202  0.0085
H: 2.292 0.730 -0.528  0.0397
H: 0.694 2.387 -0.813  0.1093
H: -0.132 3.165 2.203  0.0292
H: -3.439 1.577 1.627  0.1166
H: -2.984 -0.349 1.834  0.0758
H: -1.841 -0.099 -0.466  0.1165
C: 2.938 -4.755 1.138  -1.0584
Cl: 1.896 -3.557 1.915  0.5369
Cl: 3.730 -4.077 -0.289  0.4350
H: 3.702 -5.077 1.850  0.0333
H: 2.331 -5.611 0.836  -0.0864
C: 4.549 -0.232 2.687  -0.9861
Cl: 2.965 0.241 3.314  0.5694
Cl: 4.388 -1.376 1.349  0.5299
H: 5.072 0.659 2.333  0.0015
H: 5.123 -0.702 3.490  0.0256
C: 3.878 -3.056 -4.174  -1.0019
Cl: 2.241 -3.670 -3.913  0.5121
Cl: 4.725 -2.831 -2.639  0.4704
H: 4.433 -3.772 -4.785  0.0297
H: 3.820 -2.096 -4.693  -0.0271
C: 0.511 -8.183 2.485  -0.9741
Cl: -0.036 -8.647 0.869  0.4786
Cl: 1.164 -6.541 2.488  0.5893
H: -0.335 -8.232 3.174  0.0294
H: 1.291 -8.877 2.808  0.0323
C: -5.789 2.095 -3.194  -1.0185
Cl: -6.336 1.632 -4.810  0.4971
Cl: -5.136 3.738 -3.190  0.5289
H: -6.635 2.047 -2.505  0.0118
H: -5.009 1.402 -2.870  -0.0118
C: -1.743 -2.642 3.571  -0.9959
Cl: -2.290 -3.105 1.955  0.5033
Cl: -1.090 -0.999 3.575  0.6119
H: -2.589 -2.690 4.261  0.0255
H: -0.963 -3.335 3.895  0.0147
C: -2.515 4.166 3.909  -1.0527
Cl: -4.144 4.852 3.855  0.4826
Cl: -2.498 2.637 4.796  0.4930
H: -2.170 3.988 2.887  0.0150
H: -1.847 4.873 4.406  -0.0568
C: 3.424 0.343 -7.010  -1.0209
Cl: 1.786 -0.271 -6.749  0.5159
Cl: 4.271 0.568 -5.475  0.5289
H: 3.979 -0.374 -7.621  0.0267
H: 3.366 1.303 -7.529  0.0282
C: 3.330 -7.703 -2.215  -1.0024
Cl: 4.865 -7.026 -1.655  0.4914
Cl: 2.264 -8.072 -0.854  0.4917
H: 2.838 -6.976 -2.866  0.0208
H: 3.529 -8.622 -2.771  0.0261
C: -7.615 4.522 -0.437  -1.0167
Cl: -9.244 5.208 -0.490  0.4965
Cl: -7.598 2.993 0.451  0.5508
H: -7.270 4.344 -1.458  -0.0207
H: -6.947 5.229 0.060  0.0381
C: 3.886 3.458 1.511  -0.9692
Cl: 2.302 3.932 2.137  0.5877
Cl: 3.725 2.315 0.172  0.6040
H: 4.409 4.350 1.156  0.0249
H: 4.460 2.988 2.313  0.0119
C: 7.396 0.166 -3.336  -1.0423
Cl: 6.210 1.041 -2.360  0.4885
Cl: 8.051 -1.217 -2.451  0.4863
H: 6.911 -0.192 -4.248  -0.0046
H: 8.213 0.843 -3.595  0.0263
C: 1.502 5.739 5.734  -1.0054
Cl: 0.436 4.579 4.933  0.5716
Cl: 0.611 6.715 6.909  0.5007
H: 2.295 5.195 6.252  0.0297
H: 1.938 6.400 4.981  0.0299
C: -7.078 0.913 3.212  -1.0423
Cl: -5.544 1.590 3.772  0.5046
Cl: -8.145 0.544 4.573  0.4863
H: -7.571 1.640 2.561  -0.0575
H: -6.880 -0.006 2.656  0.0333
C: -2.298 2.362 -5.530  -1.0335
Cl: -2.450 0.681 -6.056  0.4828
Cl: -1.420 3.325 -6.725  0.4838
H: -3.296 2.785 -5.396  -0.0116
H: -1.755 2.390 -4.583  0.0392

Forces on atoms 1 to 6 (eV/Å):
-0.107 0.664 1.226
0.786 -0.998 -1.117
2.778 -0.078 1.048
-1.467 0.823 0.086
1.163 -0.028 1.628
-2.623 -1.706 -0.109

=====

Below is 4 unconnected molecules or ions with the total composition C20H40BrCl6NO at a distorted geometry, with properties calculated with ωB97M-V with the def2-TZVPD basis set.

The molar mass comes out at 603.17 g/mol. The LUMO energy comes out at 0.52 eV. Its SMILES is CC[C@H]1CC[C@](CCCBr)(CCCCCN)O1.ClCCCl.ClCCCl.ClCCCl. The value obtained for the total energy is -6251.19386 Ha.

Last column: Löwdin charge in e.
CARTESIAN COORDINATES (ANGSTROEM)
C: -2.104 -1.569 3.926  -0.1050
C: -3.271 -1.887 2.978  -0.1731
C: -3.074 -1.189 1.629  -0.3699
C: -4.218 -0.428 0.980  -0.1034
C: -3.517 -0.060 -0.354  -0.0908
C: -2.049 0.165 0.124  -0.4403
C: -1.784 1.677 0.147  -0.1170
C: -0.316 2.071 0.405  -0.2727
C: -0.219 3.314 1.259  -0.5809
Br: -0.282 4.946 0.187  0.6262
C: -0.995 -0.689 -0.546  -0.1175
C: -0.773 -0.385 -2.048  -0.1517
C: 0.648 0.132 -2.352  -0.1884
C: 1.516 -0.855 -3.179  -0.2157
C: 2.742 -1.302 -2.402  -0.2925
N: 3.728 -1.948 -3.297  -0.0160
O: -2.030 -0.245 1.528  -0.0786
H: -1.173 -1.795 3.419  0.0746
H: -2.101 -0.497 4.116  0.0744
H: -2.202 -2.097 4.869  0.0044
H: -3.209 -2.953 2.794  0.0998
H: -4.224 -1.648 3.442  0.1082
H: -2.882 -2.005 0.916  0.1350
H: -4.268 0.511 1.530  0.1217
H: -5.186 -0.907 0.899  0.1183
H: -4.006 0.827 -0.736  0.1098
H: -3.590 -0.891 -1.049  0.1180
H: -2.180 2.156 -0.741  0.1169
H: -2.363 2.058 0.984  0.1172
H: 0.177 1.265 0.940  0.1141
H: 0.146 2.242 -0.559  0.0835
H: 0.722 3.342 1.794  0.0525
H: -0.997 3.354 2.007  0.0600
H: -1.294 -1.730 -0.456  0.1143
H: -0.077 -0.612 0.023  0.1092
H: -0.912 -1.307 -2.601  0.0969
H: -1.530 0.311 -2.403  0.1097
H: 0.609 1.060 -2.914  0.1051
H: 1.190 0.330 -1.434  0.0821
H: 0.954 -1.751 -3.432  0.1043
H: 1.795 -0.364 -4.113  0.0267
H: 2.445 -2.061 -1.681  0.1093
H: 3.199 -0.441 -1.912  0.1054
H: 4.640 -1.924 -2.854  0.0600
H: 3.818 -1.389 -4.138  -0.0107
Cl: 5.259 -1.261 -8.303  0.5408
C: 3.614 -1.765 -7.843  -0.6632
C: 2.722 -0.586 -7.546  -0.6320
Cl: 3.213 0.261 -6.055  0.6064
H: 3.693 -2.428 -6.985  0.0682
H: 3.206 -2.327 -8.682  0.0729
H: 1.700 -0.929 -7.394  0.0766
H: 2.729 0.136 -8.358  0.0681
Cl: 5.630 6.123 0.161  0.5345
C: 3.903 5.865 0.520  -0.6762
C: 3.160 7.161 0.714  -0.6732
Cl: 3.653 8.004 2.205  0.5331
H: 3.834 5.234 1.402  0.0662
H: 3.479 5.327 -0.326  0.0673
H: 2.094 6.958 0.799  0.0306
H: 3.318 7.839 -0.121  0.0690
Cl: -3.457 -3.995 6.140  0.5784
C: -2.200 -5.067 6.806  -0.6522
C: -1.933 -4.791 8.263  -0.6683
Cl: -1.153 -3.209 8.512  0.5387
H: -1.301 -4.941 6.207  0.0704
H: -2.556 -6.089 6.685  0.0718
H: -1.257 -5.546 8.660  0.0718
H: -2.852 -4.807 8.844  0.0669

Forces on atoms 1 to 6 (eV/Å):
-0.548 0.545 -0.265
1.178 0.463 0.320
-1.058 -1.086 -0.551
0.888 0.507 -0.194
-0.340 -0.391 1.021
-0.353 0.693 0.595

=====

Below is 3 unconnected molecules or ions with the total composition C20H40BrN2O6P at a distorted geometry, with properties calculated with ωB97M-V with the def2-TZVPD basis set.

As for the spin multiplicity: 3. The molar mass comes out at 515.43 g/mol. The LUMO energy (alpha / beta) comes out at 0.63 / -0.11 eV. The value obtained for the total energy is -4262.24140 Ha.

Last column: Löwdin charge in e.
CARTESIAN COORDINATES (ANGSTROEM)
C: -9.430 1.836 2.569  -0.0581
O: -8.001 1.869 2.239  -0.0991
C: -7.454 3.031 2.831  -0.6066
O: -7.107 3.984 2.094  0.0863
O: -7.360 3.118 4.245  -0.3029
P: -5.774 2.789 4.835  0.6302
O: -5.011 4.319 4.940  -0.3494
Br: -4.763 1.500 3.267  0.3478
H: -9.780 0.755 2.544  0.1052
H: -9.982 2.488 1.814  0.1104
H: -9.651 2.227 3.628  0.1084
H: -5.095 4.826 4.098  0.0613
C: 0.040 -1.997 4.764  -0.0308
C: -1.140 -1.917 3.752  -0.4622
C: -1.543 -3.325 3.241  -0.1421
C: -0.679 -3.889 2.121  -0.1863
C: -0.498 -2.864 1.009  -0.1383
C: 0.061 -1.530 1.540  -0.4806
N: -0.768 -0.971 2.656  -0.0426
O: -1.917 -0.493 2.112  -0.0479
C: 1.524 -1.765 1.992  -0.0478
C: 0.200 -0.532 0.366  -0.0436
C: -2.332 -1.425 4.622  -0.0620
H: 0.945 -1.499 4.415  0.0605
H: -0.193 -1.479 5.700  0.0772
H: 0.300 -3.027 5.013  0.0852
H: -2.575 -3.292 2.868  0.1208
H: -1.553 -4.037 4.073  0.1204
H: 0.288 -4.215 2.515  0.1045
H: -1.156 -4.785 1.711  0.1141
H: 0.169 -3.276 0.244  0.1249
H: -1.461 -2.701 0.510  0.1262
H: 1.960 -0.848 2.400  0.0909
H: 2.145 -2.070 1.146  0.0857
H: 1.631 -2.553 2.737  0.0611
H: -0.744 -0.360 -0.157  0.0820
H: 0.903 -0.907 -0.384  0.0735
H: 0.580 0.433 0.716  0.0862
H: -2.174 -0.403 4.975  0.0833
H: -2.455 -2.067 5.500  0.0889
H: -3.283 -1.454 4.081  0.0599
C: 4.392 -0.371 -5.550  -0.0310
C: 3.075 0.254 -5.004  -0.4649
C: 2.937 1.740 -5.426  -0.1418
C: 3.711 2.738 -4.575  -0.1855
C: 3.458 2.497 -3.092  -0.1395
C: 3.765 1.044 -2.684  -0.4833
N: 3.025 0.049 -3.525  -0.0444
O: 1.722 0.081 -3.143  -0.0247
C: 5.296 0.829 -2.779  -0.0497
C: 3.466 0.864 -1.177  -0.0438
C: 1.962 -0.511 -5.777  -0.0538
H: 5.083 -0.682 -4.765  0.0603
H: 4.202 -1.296 -6.105  0.0770
H: 4.926 0.309 -6.216  0.0857
H: 1.880 2.031 -5.383  0.1212
H: 3.235 1.861 -6.472  0.1209
H: 4.780 2.684 -4.803  0.1048
H: 3.399 3.755 -4.833  0.1148
H: 4.066 3.193 -2.504  0.1241
H: 2.414 2.744 -2.862  0.1265
H: 5.565 -0.199 -2.519  0.0910
H: 5.822 1.487 -2.082  0.0881
H: 5.709 1.050 -3.762  0.0621
H: 2.435 1.115 -0.917  0.0649
H: 4.103 1.516 -0.572  0.0869
H: 3.659 -0.166 -0.859  0.0873
H: 1.931 -1.566 -5.492  0.0878
H: 2.143 -0.461 -6.854  0.0884
H: 0.969 -0.084 -5.608  0.0760

Forces on atoms 1 to 6 (eV/Å):
-1.039 -0.163 0.454
-0.086 2.071 2.463
0.385 2.755 -3.220
-0.945 -3.574 3.142
1.230 -1.097 -2.619
0.271 1.371 1.770